DFT (wB97M-V/def2-TZVPD) results for C27H47MgN3OSSbSi3 as an isolated structure.

```
84
Properties=species:S:1:pos:R:3:forces:R:3:lowdin_charge:R:1
Mg 0.264 1.090 -1.375 0.19 0.04 -0.43 0.481
C -0.768 -2.303 -1.190 0.01 0.02 -0.05 -0.314
Sb 0.583 -1.793 0.413 -0.03 -0.02 -0.06 1.419
C 1.749 -0.403 -0.702 -0.01 -0.01 0.05 -0.552
C 2.471 0.547 0.175 -0.02 -0.10 -0.09 -0.455
C 3.769 0.375 0.683 0.05 0.03 0.01 -0.067
C 4.351 1.368 1.443 -0.01 0.01 -0.03 -0.078
C 3.635 2.530 1.712 -0.01 0.02 -0.01 -0.081
C 2.360 2.634 1.183 0.05 0.05 -0.01 -0.132
N 1.802 1.685 0.440 -0.05 0.03 0.11 0.066
Si 2.783 -1.146 -2.049 -0.03 0.05 0.04 0.393
C 1.772 -1.696 -3.542 -0.01 -0.04 0.04 -0.180
C 3.967 0.171 -2.690 -0.03 -0.03 -0.02 -0.164
C 3.827 -2.650 -1.536 0.00 0.01 -0.03 -0.197
C -0.734 -0.584 1.841 -0.03 0.03 0.17 -0.520
C -0.974 0.888 1.606 0.05 -0.09 -0.04 -0.384
C -1.186 1.785 2.658 -0.03 0.01 0.03 -0.036
C -1.523 3.103 2.406 0.00 0.03 0.01 -0.057
C -1.678 3.530 1.099 -0.03 -0.02 -0.04 -0.048
C -1.458 2.595 0.105 -0.05 0.12 0.05 -0.123
N -1.097 1.335 0.343 0.14 -0.06 0.04 0.049
Si 0.152 -1.012 3.491 -0.11 0.08 -0.06 0.411
C -0.544 -0.310 5.118 0.06 0.01 -0.01 -0.190
C 0.147 -2.866 3.828 0.00 0.01 0.01 -0.213
C 1.923 -0.400 3.448 -0.04 -0.04 0.00 -0.175
Si -2.502 -1.319 1.762 0.11 0.01 0.02 0.452
C -3.538 -0.473 0.444 -0.01 -0.02 0.01 -0.163
C -2.559 -3.184 1.516 -0.06 0.02 -0.02 -0.176
C -3.416 -1.008 3.385 -0.02 -0.03 -0.05 -0.183
H -0.308 -1.957 -2.110 0.00 0.00 -0.03 -0.033
H -1.728 -1.803 -1.126 -0.04 0.02 0.06 -0.017
H -0.905 -3.384 -1.219 0.00 0.00 0.01 0.000
H 4.300 -0.546 0.477 0.00 0.00 0.00 0.099
H 5.356 1.241 1.830 0.00 0.00 0.01 0.103
H 4.054 3.337 2.296 0.01 0.00 0.00 0.094
H 1.764 3.528 1.334 0.01 0.00 0.01 0.112
H 0.968 -0.986 -3.754 0.01 0.01 0.00 0.008
H 1.326 -2.685 -3.421 -0.01 -0.01 0.03 0.027
H 2.429 -1.741 -4.416 0.01 0.01 0.00 0.030
H 3.413 1.065 -2.989 -0.01 0.01 0.00 0.029
H 4.493 -0.211 -3.569 0.01 0.01 0.00 0.027
H 4.714 0.476 -1.956 0.00 0.00 0.03 0.022
H 3.242 -3.370 -0.957 -0.03 0.00 -0.01 0.007
H 4.680 -2.356 -0.919 0.00 0.00 0.01 0.012
H 4.220 -3.173 -2.412 0.01 0.02 -0.01 0.020
H -1.102 1.459 3.680 0.01 -0.06 0.02 0.068
H -1.671 3.786 3.234 0.00 0.00 -0.01 0.107
H -1.941 4.547 0.847 -0.01 0.00 0.01 0.105
H -1.552 2.866 -0.943 0.00 -0.01 -0.01 0.109
H -1.630 -0.249 5.179 0.04 0.01 -0.01 0.006
H -0.127 0.672 5.352 -0.01 0.00 -0.02 0.028
H -0.210 -0.989 5.908 0.00 0.01 0.00 0.032
H -0.836 -3.211 4.154 -0.03 -0.01 0.00 0.023
H 0.841 -3.038 4.657 0.00 0.00 0.01 0.031
H 0.475 -3.475 2.986 -0.02 0.02 0.01 -0.009
H 1.981 0.642 3.124 -0.01 -0.01 0.00 0.025
H 2.554 -0.989 2.780 -0.02 0.00 0.00 0.018
H 2.350 -0.462 4.453 0.00 -0.01 0.01 0.037
H -3.004 -0.251 -0.481 0.05 -0.04 -0.02 0.010
H -3.921 0.478 0.824 0.01 0.01 0.02 0.039
H -4.400 -1.106 0.212 0.00 0.01 0.00 0.039
H -2.406 -3.481 0.480 0.02 0.03 0.00 0.010
H -3.562 -3.513 1.807 0.00 -0.01 0.00 0.034
H -1.846 -3.725 2.136 0.05 0.00 0.03 0.013
H -3.373 0.042 3.685 0.00 0.00 0.00 0.026
H -3.038 -1.619 4.207 0.00 -0.01 -0.01 0.021
H -4.469 -1.265 3.239 -0.01 0.00 -0.01 0.032
S 1.951 5.411 -2.829 -0.07 -0.24 0.05 0.388
C 1.483 3.876 -2.485 0.09 0.27 -0.04 -0.975
N 1.151 2.784 -2.233 -0.16 -0.07 0.10 0.025
C -2.344 -0.644 -4.164 -0.01 0.00 -0.02 -0.051
C -1.854 0.743 -3.724 0.07 0.03 0.03 -0.764
C -3.075 1.637 -3.459 -0.02 0.05 -0.02 -0.050
C -1.018 1.365 -4.850 0.01 0.02 -0.06 -0.046
O -1.105 0.623 -2.574 -0.07 -0.11 0.12 -0.299
H -2.969 -0.597 -5.062 0.00 0.02 0.00 0.073
H -2.925 -1.098 -3.357 -0.01 0.00 0.00 0.071
H -1.490 -1.293 -4.371 0.02 0.01 0.01 0.069
H -3.694 1.773 -4.351 0.00 -0.02 0.00 0.073
H -2.738 2.622 -3.126 0.02 0.01 -0.01 0.071
H -3.691 1.202 -2.668 0.02 -0.02 0.02 0.070
H -1.581 1.441 -5.785 0.00 0.01 0.00 0.074
H -0.129 0.755 -5.030 -0.01 -0.03 0.00 0.071
H -0.678 2.361 -4.560 -0.01 0.00 0.03 0.073
```
Forces are in eV/Å.

Net charge = -1
Max |F| = 0.47 eV/Å
HOMO energy = -4.5 eV
Kohn-Sham gap = 6.9 eV

DFT (wB97M-V/def2-TZVPD) results for a 2-piece molecular cluster, C27H47NO4 overall.

```
79
Properties=species:S:1:pos:R:3:forces:R:3:lowdin_charge:R:1
C 1.563 5.249 2.334 0.27 0.60 -0.18 -0.085
C 2.201 5.503 0.944 0.59 -0.81 -0.35 -0.140
C 1.733 4.484 -0.093 -0.80 0.48 0.54 -0.476
O 0.550 4.313 -0.310 0.92 -0.23 -0.24 0.083
O 2.740 3.850 -0.767 -0.65 0.03 0.73 -0.017
C 2.486 2.451 -0.926 0.83 -0.96 -1.05 -0.216
C 2.917 1.640 0.288 -1.09 0.03 0.61 -0.222
C 1.999 1.766 1.512 0.45 -0.87 -0.08 -0.286
C 2.569 0.740 2.524 -0.63 1.10 -0.25 -0.245
C 1.950 0.857 3.918 0.15 -0.50 0.71 -0.180
C 2.128 -0.386 4.868 0.52 0.94 -0.29 -0.187
C 3.143 -1.452 4.418 -0.90 -0.73 0.58 -0.176
C 2.531 -2.616 3.597 1.28 -0.23 0.56 -0.245
O 1.296 -3.076 4.130 -0.16 0.20 -0.91 -0.195
C 0.218 -2.660 3.303 -0.16 0.01 0.61 -0.117
C 0.624 1.305 1.190 0.49 0.57 -0.12 -0.202
O -0.453 2.084 1.893 0.10 -0.85 -0.16 -0.065
C -1.595 1.359 1.746 0.63 0.80 0.59 -0.342
C -2.258 1.407 0.545 0.29 0.53 -0.97 -0.037
C -3.379 0.646 0.341 -0.05 -0.04 -0.60 -0.119
C -3.830 -0.166 1.359 -1.17 -0.69 -0.61 -0.132
C -3.199 -0.184 2.574 0.18 -0.31 0.95 -0.092
C -2.068 0.581 2.781 0.15 0.03 0.27 -0.006
H 2.364 5.044 3.048 -0.16 -0.07 -0.05 0.065
H 1.070 6.172 2.658 -0.21 -0.32 0.09 0.063
H 0.897 4.387 2.332 -0.04 0.20 -0.06 0.054
H 3.287 5.402 1.040 -0.14 0.15 -0.19 0.104
H 1.990 6.492 0.526 -0.11 -0.06 0.22 0.110
H 3.104 2.122 -1.776 -0.04 0.33 0.06 0.111
H 1.452 2.272 -1.238 0.03 0.22 0.29 0.092
H 3.943 1.918 0.559 -0.11 0.00 -0.12 0.109
H 2.966 0.548 0.002 0.09 0.21 -0.45 0.098
H 2.335 -0.274 2.120 0.34 -0.02 0.06 0.084
H 3.658 0.877 2.542 -0.09 -0.28 0.27 0.103
H 0.874 1.059 3.858 0.17 0.05 -0.31 0.082
H 2.366 1.727 4.440 -0.02 0.01 -0.30 0.104
H 2.487 -0.006 5.834 -0.13 -0.07 -0.11 0.097
H 1.144 -0.815 5.080 0.27 -0.29 -0.04 0.088
H 3.506 -1.935 5.337 0.04 0.10 -0.14 0.102
H 4.027 -1.048 3.920 -0.23 0.09 -0.11 0.107
H 2.491 -2.400 2.523 -0.38 0.11 0.14 0.096
H 3.237 -3.453 3.714 -0.17 0.06 -0.18 0.113
H -0.697 -3.088 3.725 0.11 0.05 -0.07 0.087
H 0.132 -1.565 3.318 -0.05 -0.12 -0.26 0.063
H 0.334 -3.014 2.269 0.05 0.08 0.11 0.081
H 0.454 0.239 1.482 -0.09 0.13 0.05 0.113
H 0.374 1.365 0.116 0.03 0.11 0.17 0.087
H -1.830 2.062 -0.211 -0.20 -0.02 0.01 0.125
H -3.884 0.678 -0.623 -0.10 0.00 0.15 0.087
H -4.699 -0.791 1.164 0.04 0.06 0.24 0.095
H -3.567 -0.805 3.387 -0.05 0.01 -0.15 0.106
H -1.519 0.599 3.717 -0.14 -0.11 -0.03 0.120
C -1.962 -3.714 -5.787 -0.08 0.10 -0.01 -0.087
C -0.890 -2.635 -5.639 -0.20 -0.33 -0.14 -0.216
C -0.340 -2.417 -4.236 0.12 0.25 -0.33 -0.120
N -1.180 -1.606 -3.276 0.14 0.13 0.59 -0.249
C -0.290 -1.263 -2.101 -0.12 -0.02 -0.16 0.026
C -1.711 -0.319 -3.877 -0.21 -0.03 -0.16 -0.083
C -3.127 -0.634 -4.329 0.04 -0.03 -0.18 -0.140
C -3.631 -1.609 -3.270 -0.29 0.02 0.12 -0.136
C -2.401 -2.362 -2.763 -0.16 0.00 0.04 -0.076
H -2.861 -3.507 -5.206 -0.01 -0.01 -0.02 0.055
H -2.270 -3.786 -6.830 0.03 -0.04 0.01 0.084
H -1.575 -4.690 -5.488 -0.03 0.01 0.04 0.086
H -1.230 -1.700 -6.085 0.06 0.06 0.09 0.100
H -0.041 -2.946 -6.252 0.09 0.08 0.12 0.123
H 0.600 -1.872 -4.326 -0.02 0.02 0.12 0.134
H -0.130 -3.365 -3.741 -0.05 0.02 0.04 0.141
H 0.537 -0.654 -2.459 0.01 0.00 0.06 0.111
H 0.076 -2.190 -1.667 0.04 0.04 0.02 0.114
H -0.875 -0.707 -1.368 0.03 -0.01 0.02 0.099
H -1.729 0.426 -3.083 0.10 -0.06 0.03 0.138
H -1.044 0.018 -4.668 0.08 -0.02 0.08 0.139
H -3.148 -1.092 -5.317 0.09 -0.01 0.01 0.103
H -3.739 0.265 -4.385 0.07 0.03 0.05 0.128
H -4.392 -2.280 -3.665 0.05 -0.05 0.03 0.119
H -4.086 -1.064 -2.442 0.04 0.00 0.00 0.107
H -2.349 -3.394 -3.099 0.10 0.06 -0.10 0.121
H -2.374 -2.362 -1.676 0.15 0.02 -0.02 0.131
```
Forces are in eV/Å.

Max |F| = 1.65 eV/Å
HOMO energy = -4.4 eV
Kohn-Sham gap = 3.9 eV

DFT (wB97M-V/def2-TZVPD) results for C27H48BN6O7P2Sn as an isolated structure.

```
92
Properties=species:S:1:pos:R:3:forces:R:3:lowdin_charge:R:1
Sn 1.140 -0.153 -1.140 0.06 0.04 -0.04 1.352
C 1.217 4.191 -2.771 0.04 0.01 -0.02 -0.043
C 0.515 2.857 -3.009 -0.09 -0.07 -0.01 -0.373
C -0.300 2.858 -4.307 0.02 0.00 0.00 -0.033
C -0.370 2.508 -1.855 0.02 0.06 0.03 -0.208
C -1.358 3.260 -1.237 0.02 0.01 -0.03 0.078
C -1.871 2.487 -0.204 0.04 0.03 0.02 -0.155
C -2.875 2.949 0.818 0.00 -0.01 0.00 -0.334
C -4.231 2.247 0.751 0.00 0.00 0.00 -0.044
C -2.287 2.916 2.231 0.00 0.00 0.00 -0.037
N -1.234 1.305 -0.213 -0.02 -0.05 -0.03 0.075
N -0.307 1.324 -1.223 -0.07 -0.02 0.02 0.006
B -1.374 0.026 0.649 0.00 -0.05 -0.03 -0.473
N -0.109 -0.091 1.551 -0.03 0.03 0.01 0.072
N 1.146 0.003 0.995 0.04 -0.02 0.05 0.011
C 2.052 -0.158 1.983 0.00 0.02 -0.02 -0.211
C 1.367 -0.330 3.176 0.02 -0.02 0.02 0.069
C 0.013 -0.292 2.870 -0.03 0.02 -0.01 -0.169
C -1.138 -0.498 3.807 0.00 -0.03 0.01 -0.357
C -1.021 0.418 5.025 0.01 0.00 0.00 -0.043
C -1.189 -1.972 4.225 0.00 0.00 -0.01 -0.042
C 3.538 -0.107 1.777 -0.01 0.00 -0.01 -0.370
C 4.016 1.349 1.785 -0.01 0.01 0.00 -0.044
C 4.264 -0.928 2.840 0.00 0.01 0.01 -0.056
N -1.399 -1.261 -0.250 -0.06 0.06 0.04 0.080
N -0.200 -1.712 -0.750 0.01 -0.04 0.04 -0.005
C -0.295 -3.018 -1.020 0.03 0.08 -0.01 -0.206
C -1.593 -3.416 -0.724 0.00 -0.02 -0.03 0.077
C -2.260 -2.300 -0.248 0.00 -0.03 0.00 -0.165
C -3.720 -2.234 0.108 0.00 0.00 0.01 -0.333
C -4.428 -1.182 -0.747 -0.01 0.00 0.00 -0.035
C -4.023 -2.078 1.602 -0.01 0.01 -0.01 -0.040
C 0.855 -3.850 -1.498 0.01 -0.08 -0.05 -0.335
C 0.692 -4.226 -2.975 -0.03 0.00 0.03 -0.032
C 2.206 -3.205 -1.205 0.02 0.03 0.04 -0.055
H 1.909 4.391 -3.588 -0.02 0.01 0.00 0.089
H 1.794 4.179 -1.846 -0.01 0.00 0.01 0.088
H 0.496 5.008 -2.724 0.00 0.01 0.00 0.085
H 1.275 2.080 -3.093 0.04 0.02 0.02 0.076
H -1.082 3.619 -4.272 0.01 0.00 0.00 0.088
H -0.767 1.889 -4.483 0.01 0.00 0.01 0.089
H 0.352 3.077 -5.153 0.00 0.01 0.00 0.090
H -1.658 4.263 -1.491 -0.01 0.00 0.00 0.133
H -3.043 3.996 0.558 0.00 0.00 0.01 0.140
H -4.177 1.225 1.124 0.00 0.00 0.00 0.053
H -4.623 2.224 -0.267 0.00 0.00 0.00 0.091
H -4.944 2.787 1.374 0.00 0.00 0.00 0.091
H -2.147 1.892 2.577 -0.01 0.02 0.00 0.050
H -2.969 3.411 2.924 0.00 0.00 0.01 0.093
H -1.325 3.428 2.276 0.00 0.00 0.00 0.096
H -2.361 0.084 1.289 0.02 0.00 0.01 0.095
H 1.800 -0.477 4.150 0.00 0.00 -0.01 0.127
H -2.061 -0.265 3.276 0.00 0.02 0.00 0.101
H -0.123 0.188 5.600 0.00 0.00 0.00 0.084
H -1.880 0.277 5.681 0.00 0.00 0.00 0.090
H -0.978 1.469 4.738 0.00 0.00 0.00 0.079
H -0.299 -2.239 4.797 0.00 0.00 0.00 0.088
H -1.240 -2.630 3.356 0.00 0.00 0.00 0.075
H -2.063 -2.156 4.850 0.00 0.00 0.00 0.090
H 3.763 -0.534 0.800 0.01 -0.01 -0.02 0.112
H 3.833 1.802 2.761 0.00 0.00 0.00 0.091
H 3.504 1.939 1.026 0.00 0.00 0.01 0.072
H 5.087 1.390 1.584 0.00 0.00 0.00 0.089
H 4.129 -0.497 3.833 0.00 0.00 0.00 0.082
H 5.333 -0.935 2.630 0.00 0.00 0.00 0.089
H 3.915 -1.961 2.863 0.00 0.00 0.00 0.087
H -2.005 -4.405 -0.839 0.00 0.00 -0.01 0.134
H -4.103 -3.214 -0.186 0.01 0.00 0.00 0.140
H -4.016 -0.190 -0.568 -0.01 0.01 0.00 0.051
H -5.492 -1.156 -0.507 0.00 0.00 0.00 0.094
H -4.323 -1.405 -1.809 0.00 0.00 0.00 0.093
H -3.904 -1.050 1.940 0.01 -0.02 0.01 0.054
H -3.387 -2.721 2.211 0.00 -0.01 0.00 0.078
H -5.059 -2.363 1.786 0.00 0.01 0.00 0.091
H 0.799 -4.770 -0.909 -0.01 0.01 0.01 0.149
H 0.712 -3.345 -3.614 0.01 0.01 0.00 0.064
H -0.246 -4.760 -3.130 0.00 0.01 -0.02 0.086
H 1.510 -4.875 -3.286 0.00 0.00 0.00 0.095
H 2.420 -2.379 -1.891 0.01 0.00 0.00 0.036
H 3.012 -3.916 -1.379 -0.01 -0.01 -0.01 0.107
H 2.285 -2.875 -0.164 0.01 0.02 -0.01 0.084
O 2.372 0.545 -5.085 -0.01 -0.06 -0.05 -0.082
P 2.356 -0.723 -4.160 0.04 -0.05 0.00 0.273
O 2.309 -2.011 -4.825 0.00 0.05 -0.03 -0.202
O 1.221 -0.485 -3.091 0.01 0.00 0.00 -0.353
O 3.720 -0.561 -3.259 -0.13 -0.05 0.00 -0.228
P 3.941 0.738 -2.355 0.09 0.05 0.05 0.262
O 5.361 0.533 -1.711 -0.04 0.04 -0.05 -0.051
O 3.732 1.967 -3.136 0.04 0.02 0.01 -0.231
O 2.998 0.536 -1.126 -0.03 -0.06 0.03 -0.338
H 2.824 1.307 -4.664 0.00 0.00 0.00 0.059
H 6.070 0.963 -2.207 0.01 0.00 0.01 0.113
```
Forces are in eV/Å.

Net charge = +1
Max |F| = 0.14 eV/Å
HOMO energy = -12.4 eV
Kohn-Sham gap = 9.6 eV